(1)
This record from OMol25 describes a molecular structure, C35H31Cl3F6N3O3S4Sn. The level of theory is the ωB97M-V functional and the def2-TZVPD basis.

```
86
Properties=species:S:1:pos:R:3:forces:R:3:lowdin_charge:R:1
Sn 0.2770 0.6248 -0.5717 -0.1846 0.0369 0.3657 1.05
C -4.0509 0.3755 1.7075 0.0419 -0.1141 0.0561 -0.54
C -3.6654 -0.4294 2.9557 -0.0420 0.0497 -0.1234 -0.51
S -2.1111 -1.3539 2.8238 -0.0367 0.0392 -0.1395 0.84
C -1.2530 -0.8265 4.3217 0.0847 0.0432 -0.0272 -0.55
C -0.9665 0.6670 4.4723 0.0343 -0.0683 0.0753 -0.53
S -0.0678 1.4052 3.0879 -0.0417 0.0044 -0.0954 0.84
C -1.0872 2.8615 2.7608 0.0098 -0.0079 -0.0575 -0.54
C -2.5574 2.6278 2.4147 0.0610 -0.0199 0.0045 -0.51
S -2.8247 1.5051 1.0164 -0.0103 -0.0425 0.0194 0.82
H -4.9631 0.9359 1.9225 -0.0757 -0.0476 0.0313 0.08
H -4.2811 -0.3003 0.8805 0.0218 0.0295 0.0699 0.03
H -4.4659 -1.1396 3.1645 -0.0806 0.0035 0.0002 0.07
H -3.5925 0.2253 3.8239 0.0139 -0.0030 -0.0009 0.06
H -0.3144 -1.3835 4.2845 0.0298 0.0162 0.0092 0.06
H -1.8013 -1.1800 5.1978 0.0118 0.0111 0.0338 0.07
H -0.3777 0.8081 5.3801 -0.0315 -0.0260 0.0704 0.07
H -1.8911 1.2279 4.6076 0.0056 -0.0451 0.0189 0.05
H -0.5780 3.3455 1.9274 -0.0541 -0.1216 0.1181 0.02
H -1.0346 3.5349 3.6190 0.0174 0.0459 0.0040 0.08
H -3.0054 3.5909 2.1679 0.0204 0.0098 0.0651 0.07
H -3.1028 2.2317 3.2724 0.0022 0.0113 -0.0173 0.06
O 7.9083 -1.1240 1.5541 -0.2144 0.2254 -0.1816 -0.06
N 7.2197 -0.3338 0.8584 0.4789 0.2124 -0.0395 -0.39
O 7.7595 0.6466 0.2640 -0.3193 -0.4011 0.1595 -0.07
C 5.8500 -0.5503 0.7739 -0.2288 -0.0043 -0.0771 -0.12
C 5.3200 -1.5954 1.5433 -0.0622 0.1591 -0.1675 0.02
C 3.9481 -1.8706 1.5414 -0.0651 -0.1179 0.1118 -0.15
C 3.3636 -2.9332 2.2838 0.0501 0.0334 -0.0371 -0.02
C 2.0159 -3.1615 2.2150 -0.0545 0.0049 -0.0591 -0.06
C 1.2207 -2.3343 1.4027 0.0263 0.0469 0.0618 -0.18
N 1.7342 -1.3304 0.7121 0.2118 -0.1516 0.5426 -0.08
C 3.0490 -1.0917 0.7761 0.0234 0.0681 -0.0503 -0.19
C 3.5791 -0.0112 -0.0397 -0.1960 -0.0891 0.1845 -0.14
N 2.6828 0.6953 -0.7626 -0.0527 0.2045 -0.2351 -0.02
C 3.1069 1.6133 -1.6184 0.1845 -0.0030 0.0816 -0.15
C 4.4495 1.9091 -1.7669 0.0474 0.0101 0.0448 -0.03
C 5.3760 1.2478 -0.9873 -0.0282 -0.0384 0.0661 0.02
C 4.9673 0.2481 -0.0822 0.1598 -0.0263 0.0571 -0.03
H 5.9963 -2.1901 2.1365 0.0077 0.0255 0.0040 0.11
H 4.0093 -3.5625 2.8847 -0.0199 -0.0029 0.0238 0.11
H 1.5559 -3.9777 2.7602 0.0307 0.0338 -0.0060 0.10
H 0.1483 -2.4984 1.3077 0.1329 0.0644 0.0652 0.07
H 2.3488 2.1154 -2.1988 -0.0390 -0.0288 -0.0145 0.06
H 4.7569 2.6724 -2.4709 0.0052 -0.0602 0.0293 0.11
H 6.4230 1.4772 -1.0537 0.1254 0.0038 0.0023 0.09
Cl 1.2870 -1.9160 -1.8734 -0.1567 -0.2620 -0.6468 0.77
C 0.8193 -1.8857 -3.5525 0.1226 -0.1421 0.0215 -0.62
C 1.0690 -3.0296 -4.2936 -0.0019 0.0046 0.0507 -0.12
C 0.7183 -3.0690 -5.6311 0.0120 -0.0326 -0.0511 -0.10
C 0.1240 -1.9583 -6.2087 -0.0092 0.0296 -0.0147 -0.13
C -0.1114 -0.8222 -5.4523 0.0117 -0.0639 0.0069 -0.68
Cl -0.8693 0.5201 -6.2706 0.0910 -0.0872 0.1632 0.63
C 0.2292 -0.7334 -4.0873 -0.1168 0.0687 0.0053 -0.69
S -0.1013 0.7288 -3.1859 0.0216 0.2007 -0.2270 0.52
H 1.5359 -3.8795 -3.8103 -0.0338 0.0630 -0.0338 0.10
H 0.9086 -3.9582 -6.2205 -0.0208 0.0645 0.0324 0.10
H -0.1642 -1.9596 -7.2522 0.0145 -0.0017 0.0462 0.10
C 0.4522 4.1209 -2.4995 0.0314 -0.0833 0.0384 0.00
C 0.1476 4.0215 -1.0008 -0.2259 -0.0691 0.1958 -0.44
O 0.1196 2.7585 -0.4520 0.2895 0.3535 -0.3614 -0.39
C -1.2718 4.6298 -0.8040 0.2435 -0.3711 -0.0460 -0.56
F -1.6355 4.6885 0.4889 -0.0615 0.1948 -0.0265 0.13
F -2.1691 3.8558 -1.4256 -0.0772 0.0814 -0.0450 0.14
F -1.3990 5.8710 -1.3032 -0.0514 0.1424 -0.0211 0.15
C 1.1956 4.8610 -0.2222 -0.2522 -0.2851 -0.2028 -0.56
F 1.2031 6.1579 -0.5843 0.0309 0.1053 -0.0073 0.15
F 0.9994 4.8208 1.1006 0.0611 0.0816 0.1167 0.15
F 2.4240 4.3793 -0.4562 0.1212 0.0091 0.0126 0.15
H -0.2705 3.5269 -3.0529 -0.0228 -0.0146 0.0013 0.06
H 1.4420 3.7272 -2.7081 0.0168 0.0451 0.0016 0.07
H 0.4087 5.1540 -2.8430 0.0079 -0.0017 0.0265 0.10
Cl -4.9640 -0.9047 -1.8656 0.0105 -0.0318 -0.0058 0.71
C -4.7228 -2.3370 -0.9126 -0.0289 -0.0016 -0.0369 -0.62
C -5.8207 -3.1104 -0.5982 0.0127 -0.0459 0.0365 -0.12
C -5.6672 -4.2519 0.1832 0.0453 0.0107 0.0189 -0.09
C -4.4004 -4.6061 0.6541 -0.0267 0.0630 -0.0319 -0.09
C -3.3066 -3.8319 0.3396 -0.0218 -0.0518 0.0240 -0.05
C -3.4171 -2.6684 -0.4665 0.2101 0.1842 0.0508 -0.33
C -2.2827 -1.8930 -0.7511 -0.1318 -0.0667 -0.0057 0.05
H -6.7959 -2.8150 -0.9623 0.0154 -0.0081 0.0045 0.10
H -6.5329 -4.8537 0.4293 0.0253 0.0129 -0.0118 0.10
H -4.2783 -5.4849 1.2746 -0.0039 0.0107 -0.0153 0.10
H -2.3228 -4.0904 0.7150 -0.0509 -0.0062 -0.0174 0.11
H -2.3367 -0.9989 -1.3575 0.0026 -0.0520 -0.0141 0.02
H -1.3177 -2.1787 -0.3518 -0.1047 -0.0205 -0.0789 0.02
```
Positions in Å, forces in eV/Å.

Properties
Energy = -5529.1990 hartree
Largest force on an atom = 0.7 eV/A
Energy above the lowest of the compared OMol25 structures with the same formula, charge and spin = 0.0 kJ/mol
LUMO energy (alpha / beta) = 1.939 / 0.975 eV
Net charge = -1
Gap between HOMO and LUMO (alpha / beta) = 7.2 / 4.1 eV
E_HOMO (alpha / beta) = -0.192 / -0.115 Eh

(2)
This record from OMol25 describes a single C12H27NO4Si molecule at a distorted geometry. The level of theory is the ωB97M-V functional and the def2-TZVPD basis.

```
45
Properties=species:S:1:pos:R:3:forces:R:3:nbo_charge:R:1
C -0.0888 -0.9395 3.4026 0.2889 -0.0175 1.6407 -0.28
O -0.0766 -1.5978 2.0874 -1.2749 1.9317 1.2788 -0.57
C -0.9080 -0.8952 1.0981 -1.1882 -1.0207 -1.0864 -0.55
Si 0.2507 0.1029 -0.0953 0.3813 0.4435 0.5252 1.71
C 0.6847 1.7731 0.8381 0.6799 0.4186 1.0255 -0.91
C -0.6110 2.4516 1.5807 -0.1477 1.2496 0.2687 -0.42
C -1.7796 2.9996 0.5599 -0.3391 0.5727 0.3798 -0.45
C -3.1429 2.0693 0.5540 0.4022 -1.1051 -1.2123 -0.08
O -3.7088 1.8317 1.9069 0.4635 -1.6251 -1.5619 -0.74
C 1.8948 -0.9130 -0.3404 0.7344 0.2501 -0.7622 -0.93
C 1.7030 -2.2802 -1.2243 1.7689 -0.4464 -0.2628 0.09
O 0.3240 -2.4922 -1.7309 1.6853 -0.5823 -1.2797 -0.76
C 2.1484 -3.6657 -0.4703 -0.4034 -1.2323 -0.8221 -0.25
N 1.9640 -3.6585 1.0378 -0.5455 -1.6318 -0.7606 -0.84
C -0.6012 0.6250 -1.7447 1.1980 1.5138 -1.9677 -0.93
C 0.5640 1.7340 -2.5149 -0.4678 -1.7509 -3.1650 0.06
C 0.6825 1.5467 -4.2367 0.7203 0.7765 5.3343 -0.18
O 1.8193 1.0563 -3.1543 -4.6742 2.7675 -0.7890 -0.56
H -0.8685 -0.0752 3.5213 1.3272 -1.6456 -0.5665 0.18
H 0.9666 -0.4793 3.7087 -2.0891 -1.0379 -0.9655 0.19
H -0.3566 -1.7371 4.2476 0.5963 1.5477 -1.9426 0.19
H -1.4335 -1.7376 0.4356 1.0085 1.6314 1.4504 0.22
H -1.7703 -0.2422 1.5444 1.6236 -1.2938 -0.4509 0.19
H 1.2717 2.5344 0.1304 -1.4606 -1.4723 1.5761 0.23
H 1.4658 1.5038 1.6987 -1.5799 0.5322 -1.7517 0.24
H -1.1384 1.7535 2.3628 1.2636 1.2466 -1.5649 0.22
H -0.2273 3.4057 2.1860 -0.8091 -2.1285 -1.2232 0.22
H -1.2886 3.1065 -0.5055 -1.3432 -0.3580 1.9366 0.21
H -2.1188 4.0976 0.8672 0.7659 -2.3533 -0.5292 0.22
H -3.9908 2.4874 -0.1642 1.8587 -0.5518 1.5648 0.18
H -2.8701 0.9938 0.1259 -0.4268 2.2892 0.6749 0.16
H -3.9291 0.8393 1.9225 0.4508 2.3921 0.0567 0.47
H 2.4024 -1.0765 0.7027 -1.1511 -0.0998 -1.9770 0.28
H 2.6265 -0.1880 -0.9440 -1.5742 -1.5817 1.1699 0.26
H 2.4143 -2.1654 -2.1734 -1.5270 -0.2609 1.9758 0.18
H 0.4632 -3.0618 -2.5675 -0.4906 1.3842 2.0938 0.48
H 1.4191 -4.5163 -0.8815 1.5642 1.8085 0.3160 0.17
H 3.2341 -4.0144 -0.7950 -2.0997 1.0539 0.9333 0.20
H 2.4171 -4.5404 1.4219 -0.6347 1.4697 -0.7309 0.35
H 0.9273 -3.8484 1.1697 1.6626 0.6251 0.0721 0.36
H -1.5824 1.2524 -1.6170 1.9163 -1.2577 -0.3098 0.24
H -0.7566 -0.2475 -2.5143 0.3089 1.7577 1.5889 0.26
H 0.6534 2.8955 -2.0491 0.0874 -3.5044 -1.4469 0.22
H 0.8293 2.6420 -4.6188 0.1743 -2.7108 0.0846 0.22
H 0.1217 0.6701 -4.7692 1.2959 2.0063 1.1817 0.23
```
Positions in Å, forces in eV/Å.

Properties
Energy = -1118.3027 hartree
SMILES = COC[Si@@](CCCCO)(C[C@H](O)CN)C[C@@H]1CO1
Largest force on an atom = 5.5 eV/A
Energy above the lowest of the compared OMol25 structures with the same formula, charge and spin = 838.8 kJ/mol
LUMO energy = 0.636 eV
Gap between HOMO and LUMO = 9.5 eV
E_HOMO = -0.325 Eh

(3)
This record from OMol25 describes a gas-phase ion, C6H12O (charge +1) at a distorted geometry. The level of theory is the ωB97M-V functional and the def2-TZVPD basis.

```
19
Properties=species:S:1:pos:R:3:forces:R:3:nbo_charge:R:1
C -1.2593 -0.5429 1.0206 1.6948 0.2974 0.3496 -0.06
O -1.8543 -1.4731 0.1828 0.0566 -0.4503 -0.7138 -0.72
C -0.9706 0.8197 0.3763 -0.4408 0.7059 0.3336 -0.42
C -0.5213 0.7563 -1.0983 0.5572 0.5631 0.1685 -0.37
C 0.7972 -0.0489 -1.1907 -0.5718 -2.4069 1.6697 -0.52
C 2.4953 0.0508 0.7993 -0.7905 -0.6288 0.0646 -0.07
C 1.8147 0.5627 -0.2910 -1.4891 0.4917 -1.0115 0.14
H -0.2443 -0.9288 1.2199 -0.3901 -0.4776 0.2428 0.13
H -1.7227 -0.4408 2.0001 -0.2634 0.0701 -0.0649 0.20
H -2.8106 -1.5144 0.2105 -0.1991 0.2901 0.2790 0.50
H -0.0658 1.2796 0.8026 -0.1936 -0.2004 0.8978 0.18
H -1.7748 1.5219 0.7111 0.4343 -0.2926 -1.2808 0.25
H -0.1726 1.7449 -1.3905 -0.9961 0.4287 -0.4722 0.21
H -1.2314 0.2806 -1.7654 -0.0990 0.3569 -0.1913 0.26
H 1.1320 -0.2605 -2.2090 0.1591 0.4760 -0.0986 0.31
H 0.4942 -1.0419 -0.7936 0.8110 0.0337 -0.2915 0.26
H 1.9828 -0.8262 1.2106 0.6290 -0.0265 0.1582 0.24
H 3.3108 0.5202 1.3364 0.0806 0.0136 -0.2248 0.25
H 1.6987 1.6270 -0.4243 1.0110 0.7558 0.1856 0.24
```
Positions in Å, forces in eV/Å.

Properties
Energy = -310.6411 hartree
Largest force on an atom = 3.0 eV/A
Spin multiplicity = 2
Energy above the lowest of the compared OMol25 structures with the same formula, charge and spin = 200.1 kJ/mol
LUMO energy (alpha / beta) = -5.501 / -8.783 eV
Net charge = +1
Gap between HOMO and LUMO (alpha / beta) = 8.6 / 5.3 eV
E_HOMO (alpha / beta) = -0.517 / -0.517 Eh

(4)
This record from OMol25 describes a molecular structure, C5H14NS at a distorted geometry. The level of theory is the ωB97M-V functional and the def2-TZVPD basis.

```
21
Properties=species:S:1:pos:R:3:forces:R:3:nbo_charge:R:1
C -0.1141 1.7196 0.8419 -0.1239 -0.4767 -1.5780 -0.68
C 0.4666 0.4215 -2.6938 -2.0140 -2.5731 -1.5241 -0.43
C 0.7581 -0.9561 2.0026 2.1041 -2.1318 0.5078 -0.75
C -1.2780 -1.7953 0.5644 0.2788 1.5914 1.1516 -0.72
C 0.4808 0.8663 -0.3864 -0.2099 0.0020 1.1154 0.14
N -0.1749 0.9594 -1.5332 -0.1082 0.4499 -0.4066 -0.58
S 0.4713 -1.3393 0.2733 -0.6871 -0.1139 0.4074 0.44
H 0.6268 1.8290 1.5726 1.0542 0.0626 1.0993 0.23
H -0.1382 2.6866 0.3650 -0.3695 0.5507 -0.0387 0.26
H 1.2148 0.9674 -3.2061 0.4362 1.4503 -0.2240 0.23
H 1.0232 -0.5263 -2.4278 -1.0863 0.4559 -0.3839 0.20
H -0.4575 0.2630 -3.3891 2.2984 -0.3091 0.6084 0.23
H 1.6050 -1.5770 2.4353 -0.7163 0.8402 -0.8157 0.26
H -0.0907 -1.3242 2.5409 -0.5646 0.5645 0.4369 0.25
H 0.9970 0.0718 2.0753 -0.0162 0.6608 0.6314 0.23
H -1.6897 -2.1395 -0.3423 -0.4683 -0.8424 -0.9269 0.24
H -1.8912 -0.8495 0.8535 1.1422 -1.7647 0.0016 0.23
H -1.1440 -2.5819 1.3552 -0.9334 0.7822 -0.8654 0.26
H -1.1032 1.5710 1.4012 1.2657 -0.5849 -1.4800 0.27
H 1.6315 0.6623 -0.6028 -2.4431 1.1707 1.0548 0.26
H -1.1936 1.0711 -1.6999 1.1611 0.2153 1.2287 0.43
```
Positions in Å, forces in eV/Å.

Properties
Energy = -651.5183 hartree
Largest force on an atom = 3.6 eV/A
Energy above the lowest of the compared OMol25 structures with the same formula, charge and spin = 247.4 kJ/mol
LUMO energy = -3.345 eV
Net charge = +1
Gap between HOMO and LUMO = 9.8 eV
E_HOMO = -0.483 Eh

Which value of largest force on an atom does entry 4 give? 3.6 eV/A

What is the energy in the second record? -1118.3027 hartree

Number 4 is which compound? C5H14NS

What is the energy above the lowest of the compared OMol25 structures with the same formula, charge and spin in the first record? 0.0 kJ/mol